1.
C6H11N3S | ωB97M-V/def2-TZVPD

Summary:
SMILES: CNc1snc(C)c1NC
Spin multiplicity: 1
Energy: -21702.4406 eV
Molecular weight: 157.24 g mol⁻¹
Frontier orbital gap: 7.967 eV

Atoms and positions in Å:
C -0.342732 0.591657 -0.120700
C -0.372041 1.914153 -0.228120
C 1.461025 0.245479 -0.092702
C -1.690158 2.579520 -0.510826
C -1.982934 -1.038650 0.826262
C 3.410951 -1.190857 -0.172168
N 0.753314 2.746039 -0.069737
N -1.241315 -0.401990 -0.293761
N 2.018795 -1.021726 -0.057862
S 2.141646 1.769529 0.185422
H -1.706592 3.706130 -0.299908
H -1.823899 2.427042 -1.554460
H -2.454106 2.197512 0.203738
H -3.047454 -0.711209 0.861989
H -2.040936 -2.062276 0.812318
H -1.545675 -0.828045 1.807524
H 3.910657 -1.095480 -1.184313
H 4.026941 -0.457964 0.557796
H 3.726707 -2.164552 0.248382
H -1.838036 -0.334469 -1.174512
H 1.464257 -1.855333 -0.363978

Force components x, y, z for each atom (eV/Å):
C 5.793 -2.406 0.146
C 1.758 3.757 0.882
C -4.018 -0.210 0.555
C 0.171 1.900 2.031
C -0.534 2.899 0.348
C 3.979 0.678 1.573
N -0.827 -2.371 -0.074
N -2.164 -1.271 -1.351
N -1.657 0.848 -0.588
S -1.743 -0.421 -0.901
H 0.513 -1.563 -0.448
H -1.059 -0.148 -0.818
H 0.191 -0.181 -1.093
H 0.637 0.157 -0.015
H 0.253 -2.702 -0.757
H 0.174 0.485 -0.352
H -0.945 0.092 0.808
H -1.628 -1.244 -1.655
H -0.382 0.219 -0.410
H 1.227 -0.163 1.702
H 0.259 1.647 0.417



2.
C6H11N4 | ωB97M-V/def2-TZVPD

Summary:
Spin multiplicity: 1
Total charge: +1
Energy: -12350.0484 eV
Molecular weight: 139.18 g mol⁻¹
Frontier orbital gap: 9.456 eV

Atoms and positions in Å:
C -0.042287 -1.100913 0.642340
C 0.242435 0.310779 0.704737
C -1.037183 -1.647210 -0.327298
C -1.531652 0.575429 -0.744048
C 1.594256 1.569681 2.496573
C -0.373094 -0.595336 -2.534900
N 0.745623 -1.722473 1.515853
N 1.365511 -0.757571 2.139541
N 1.173776 0.442131 1.626264
N -1.189305 -0.550763 -1.334014
H -0.878595 -2.766133 -0.685324
H -1.953352 -1.603886 0.265919
H -2.331581 0.565356 0.000188
H -1.404784 1.511883 -1.266567
H 1.641603 2.561522 1.901068
H 0.983839 1.587465 3.386824
H 2.564282 1.225217 2.883426
H -0.823433 -1.505940 -3.153423
H -0.544158 0.341303 -3.030507
H 0.695392 -0.740382 -2.261474
H 2.119187 -0.908418 2.766964

Force components x, y, z for each atom (eV/Å):
C 2.504 1.488 0.344
C -2.042 0.314 -1.630
C -0.614 -1.334 0.041
C 0.172 -0.010 -0.317
C 0.974 0.520 -1.174
C -0.759 -2.168 -0.435
N -0.574 0.043 0.006
N 0.853 -1.730 0.481
N -1.587 0.738 0.248
N -0.215 -0.777 1.157
H -0.159 2.712 0.339
H -0.369 -0.550 -0.362
H 0.676 -0.164 0.198
H 0.162 -0.014 -0.135
H -0.082 -1.933 1.159
H -0.690 0.366 -0.136
H 0.139 0.775 -0.384
H 1.385 2.045 1.026
H 0.205 0.209 -0.598
H -0.631 0.008 -0.383
H 0.651 -0.538 0.554



3.
C6H11N4 | ωB97M-V/def2-TZVPD

Summary:
SMILES: CN1C=[N+]2[C@H]3CN(C1)CN32
Spin multiplicity: 1
Total charge: +1
Energy: -12349.9329 eV
Molecular weight: 139.18 g mol⁻¹
Frontier orbital gap: 9.043 eV

Atoms and positions in Å:
C -0.281341 1.494043 -0.083168
C 1.727854 -0.238733 -0.809610
C -0.259633 -0.913619 0.425339
C -0.093756 -0.948629 -1.971567
C 1.316318 0.826275 -1.811657
C -1.249016 0.664656 1.955525
N -0.629886 0.522554 0.680342
N 0.585883 -1.104962 -0.730790
N 0.140474 0.367608 -2.394037
N 0.110774 1.493718 -1.410276
H -0.343663 2.512622 0.310094
H 2.642160 -0.681375 -1.319019
H 1.837105 0.024965 0.264047
H 0.074972 -1.375881 1.390310
H -1.184267 -1.352397 -0.009773
H 0.271891 -1.679931 -2.757983
H -1.224657 -1.234497 -1.974127
H 2.119764 1.255359 -2.322521
H -2.275578 0.196211 2.144621
H -0.568370 0.386948 2.863605
H -1.689161 1.717850 2.115756

Force components x, y, z for each atom (eV/Å):
C -0.148 0.485 -0.714
C 1.520 -0.506 0.245
C -1.174 -0.873 -2.101
C -2.656 -2.951 -0.738
C 0.869 -0.846 1.831
C -2.159 2.204 3.848
N 0.538 -1.368 0.255
N -0.184 -0.802 1.230
N -0.659 1.546 -1.772
N -0.896 0.411 0.233
H -0.147 -0.278 0.043
H -0.884 -0.068 1.265
H 1.208 0.522 -0.953
H -0.209 0.546 -0.965
H 0.183 -0.182 1.532
H 0.169 1.182 0.647
H 1.840 0.791 0.454
H 0.652 1.315 -1.025
H 1.665 -0.563 -1.036
H -1.075 0.487 -1.927
H 1.547 -1.050 -0.353



In the order shown, the computed HOMO level values come out to -7.22, -12.98, -13.60 eV.
In the order shown, the computed relative energy (zero: lowest compared OMol25 entry of this formula, charge and spin) values come out to 62.71, 101.87, 104.53 kcal/mol.